Molecular formula: C29H30CsN3O2S5Si
Method: DFT, the ωB97M-V functional and the def2-TZVPD basis

XYZ file:
```
71
C29H30CsN3O2S5Si (the ωB97M-V functional and the def2-TZVPD basis)
Cs 15.64130 10.49551 8.35640
C 11.12446 7.98001 7.78580
Si 12.16986 9.01844 6.56988
C 11.13833 9.08193 4.97408
C 13.58386 7.95691 6.04164
N 12.66477 10.52713 7.12962
C 11.85771 11.46753 7.57505
C 10.42984 11.33436 7.66634
C 9.57220 12.34834 8.04252
C 10.00290 13.69646 8.25311
C 11.36545 13.85740 8.32104
C 12.24504 12.74872 8.14447
O 13.61944 12.99124 8.43544
C 14.16723 13.90374 7.57343
C 15.13055 14.74961 8.13002
C 15.75480 15.78060 7.38147
C 15.45339 15.85230 6.02197
C 14.53755 14.97810 5.48568
C 13.85497 14.00069 6.20620
H 11.26076 6.93611 7.47071
H 10.02596 8.19438 7.63418
H 11.30497 8.15636 8.80882
H 10.75626 8.05476 4.76560
H 11.66232 9.54105 4.18368
H 10.21460 9.70091 5.09356
H 13.10140 7.04737 5.54676
H 14.11629 7.60637 6.92278
H 14.27984 8.41207 5.28391
H 9.98411 10.37766 7.51541
H 8.50282 12.18062 7.98347
H 9.18580 14.47599 8.21318
H 11.82051 14.80377 8.54196
H 15.33264 14.62660 9.14264
H 16.50341 16.43318 7.83835
H 15.94046 16.63181 5.43138
H 14.34647 15.01396 4.44819
H 13.14871 13.34636 5.70964
S 22.43700 7.04969 4.42666
C 20.98020 7.61927 5.17709
S 19.48919 8.00805 4.47200
C 18.57306 8.54049 5.90291
C 19.22778 8.35460 7.07724
S 18.78515 8.88620 8.69510
S 20.84719 7.59575 6.87379
S 16.97042 9.17759 5.64739
C 19.87241 11.17170 6.16953
N 20.12968 12.60294 6.35426
N 21.35457 13.08990 6.73603
C 21.42385 14.45139 6.41324
O 22.46487 15.15352 6.62122
C 20.20590 14.80655 5.87824
C 19.42356 13.60890 5.80302
C 18.00426 13.51739 5.49369
C 22.46375 12.27327 6.90256
C 23.60808 12.42927 6.09980
C 24.67073 11.63339 6.34302
C 24.63604 10.63844 7.36642
C 23.51417 10.44214 8.08958
C 22.39298 11.27962 7.87168
H 19.66252 10.78450 7.16844
H 20.73610 10.66793 5.74259
H 19.05575 11.04703 5.45209
H 19.86668 15.78876 5.61580
H 17.44452 13.66421 6.42698
H 17.68596 12.69987 4.94844
H 17.69217 14.37746 4.85057
H 23.58830 13.29061 5.38934
H 25.53773 11.78337 5.66630
H 25.43751 10.00548 7.58378
H 23.48896 9.58792 8.76302
H 21.53483 11.15716 8.49435
```

Total charge: -2
Gap between HOMO and LUMO (eV): 4.837
HOMO energy (eV): -1.4

***

Molecular formula: C9H15OS
Method: DFT, the ωB97M-V functional and the def2-TZVPD basis

XYZ file:
```
26
C9H15OS (the ωB97M-V functional and the def2-TZVPD basis)
C 2.05303 -2.40933 -0.53787
C 2.96850 1.83085 0.18549
C 1.84690 -1.69845 0.56093
C 2.32197 0.93644 -0.55658
C -2.95427 0.18835 -0.34927
C -1.85329 0.40417 0.38624
C -4.31280 0.50368 0.15627
C 0.61946 -1.12161 1.09423
C 0.81561 1.29424 -0.67556
O -0.51162 -1.04768 -1.56099
S -0.28770 -0.03953 -0.26557
H 2.97037 -2.91193 -0.70024
H 1.28725 -2.36132 -1.18167
H 4.09116 1.80908 0.17038
H 2.58595 2.59204 0.79335
H 2.62266 -1.54903 1.35174
H 2.68571 0.21307 -1.17764
H -2.91467 -0.16887 -1.32740
H -1.85188 0.76748 1.35028
H -4.41766 1.33123 0.85154
H -4.47155 -0.46024 0.58924
H -5.06154 0.67892 -0.60385
H -0.16114 -1.85141 1.06418
H 0.71824 -0.68551 2.06407
H 0.48818 1.95840 0.08500
H 0.72314 1.79696 -1.76630
```

Total charge: +1
Gap between HOMO and LUMO (eV): 9.640
HOMO energy (eV): -13.3

***

Molecular formula: C18H23BrN3OPdS2
Method: DFT, the ωB97M-V functional and the def2-TZVPD basis

XYZ file:
```
49
C18H23BrN3OPdS2 (the ωB97M-V functional and the def2-TZVPD basis)
Pd -0.09309 0.66502 -0.13474
N 3.65746 0.23260 1.41235
C 4.67454 0.23585 0.41723
C 5.99403 0.37952 0.79847
C 6.98946 0.39491 -0.16942
C 6.64913 0.27967 -1.50707
C 5.31769 0.14579 -1.87907
C 4.32501 0.10829 -0.91176
S 2.67024 -0.13511 -1.45266
N 1.77302 0.21889 0.00759
C 2.34491 0.29689 1.17700
C 1.43697 0.38252 2.36208
C 1.84164 0.24991 3.67576
C 0.87026 0.30094 4.66875
C -0.45508 0.46902 4.31886
C -0.77861 0.57137 2.97305
N 0.15173 0.53344 2.02859
H 3.96658 0.31925 2.36424
H 6.25119 0.48008 1.84638
H 8.02332 0.50201 0.12640
H 7.41604 0.29506 -2.26860
H 5.05487 0.06113 -2.92638
H 2.87411 0.09060 3.95233
H 1.15611 0.19905 5.70673
H -1.23710 0.50421 5.06318
H -1.79963 0.66683 2.63152
Br 0.20752 1.87081 -2.17193
C -4.49340 1.84091 -2.52209
C -4.68286 1.73281 -1.01603
C -4.25250 0.38412 -0.45427
S -2.50216 0.03712 -0.69268
O -2.07018 -0.77988 0.52690
C -2.43883 -1.02459 -2.15400
C -2.36526 -2.50416 -1.79325
C -3.65726 -3.07164 -1.22696
H -4.82256 2.81142 -2.88989
H -5.06557 1.07545 -3.05095
H -3.44192 1.73930 -2.80704
H -5.73228 1.87109 -0.74975
H -4.12823 2.52643 -0.50936
H -4.79843 -0.44449 -0.90864
H -4.34142 0.32308 0.63018
H -1.56139 -0.68736 -2.70658
H -3.32613 -0.78777 -2.74454
H -1.54825 -2.66031 -1.08808
H -2.08880 -3.02027 -2.71527
H -3.88797 -2.63466 -0.25503
H -3.57350 -4.14859 -1.08559
H -4.50342 -2.89656 -1.89595
```

Total charge: +1
Gap between HOMO and LUMO (eV): 6.350
HOMO energy (eV): -10.6